# 1
DFT (wB97M-V/def2-TZVPD) results for one molecule with the formula C11H19B at a distorted geometry.

The energy above the lowest of the compared OMol25 structures with the same formula, charge and spin comes out at 159.2 kJ/mol. For the LUMO energy (alpha / beta), the calculation gives 0.753 / -3.811 eV. For the HOMO energy (alpha / beta), the calculation gives -4.603 / -9.857 eV. As for the spin multiplicity: 3. The total charge is 0. The frontier orbital gap (alpha / beta) comes out at 0.1969 / 0.2222 Eh. Its total energy is -455.11596 a.u.

Last column: Löwdin spin population.
CARTESIAN COORDINATES (ANGSTROEM)
B -0.84 -1.26 1.28  0.623
C -2.08 -1.27 0.34  0.199
C -1.57 0.46 -1.60  0.005
C 0.16 1.47 0.07  0.013
C 0.48 -0.85 0.55  0.506
C -1.42 -1.01 -1.10  0.018
C 0.08 -0.75 -0.96  0.059
C 1.06 0.61 0.98  0.109
C -0.11 0.76 -1.22  0.019
C -0.92 -1.58 2.78  0.163
C 2.54 0.53 0.58  0.053
C 0.65 1.44 -2.38  0.008
H -2.71 -2.20 0.35  0.029
H -2.65 -0.34 0.45  0.032
H -1.81 0.44 -2.64  0.001
H -2.35 1.12 -1.17  0.001
H -0.74 1.68 0.57  0.006
H 0.62 2.45 0.03  0.002
H 1.47 -1.61 0.69  0.052
H -1.68 -1.73 -1.94  -0.001
H 0.68 -1.33 -1.56  0.006
H 0.99 0.86 2.10  0.002
H -1.94 -1.42 3.17  0.030
H -0.28 -0.95 3.40  0.015
H -0.64 -2.59 3.11  0.027
H 2.49 -0.12 -0.42  0.007
H 3.04 -0.05 1.40  0.001
H 3.11 1.40 0.40  0.012
H 1.72 1.50 -2.03  0.000
H 0.44 2.50 -2.44  0.002
H 0.43 1.00 -3.28  0.000

# 2
DFT (wB97M-V/def2-TZVPD) results for C7H28FO7 as an isolated structure at a distorted geometry.

The energy above the lowest of the compared OMol25 structures with the same formula, charge and spin comes out at 1347.8 kJ/mol. For the LUMO energy, the calculation gives 3.292 eV. For the HOMO energy, the calculation gives -4.343 eV. As for the spin multiplicity: 1. The total charge is -1. The frontier orbital gap comes out at 0.2806 Eh. Its total energy is -909.53800 a.u.

Last column: Löwdin charge in e.
CARTESIAN COORDINATES (ANGSTROEM)
F -33.84 -33.24 -14.05  -0.180
C -36.44 -33.46 -13.95  -0.146
O -36.29 -32.61 -12.84  -0.110
H -35.68 -34.23 -13.95  0.083
H -37.39 -33.99 -13.97  0.078
H -36.35 -32.90 -14.89  0.071
H -37.06 -32.05 -12.76  0.079
C -34.10 -34.67 -10.68  -0.125
O -34.29 -33.81 -11.85  -0.131
H -33.12 -35.14 -10.75  0.062
H -34.23 -34.11 -9.75  0.058
H -34.86 -35.45 -10.56  0.057
H -34.26 -34.45 -12.56  -0.228
C -33.64 -36.12 -14.29  -0.069
O -33.91 -35.15 -13.28  -0.106
H -34.27 -35.96 -15.17  0.084
H -32.59 -36.18 -14.57  0.062
H -33.73 -37.14 -13.91  0.080
H -33.77 -34.26 -13.61  -0.150
C -31.25 -34.01 -14.55  -0.150
O -31.78 -33.44 -15.72  -0.170
H -32.00 -34.32 -13.83  0.077
H -30.82 -34.98 -14.78  0.077
H -30.55 -33.36 -14.03  0.102
H -32.74 -33.57 -15.69  0.006
C -32.41 -31.15 -15.00  -0.193
O -32.45 -31.67 -13.70  -0.090
H -31.54 -31.56 -15.52  0.080
H -33.22 -31.55 -15.62  0.050
H -32.50 -30.06 -15.00  0.075
H -32.52 -32.60 -13.93  -0.006
C -34.19 -33.23 -16.86  -0.060
O -35.05 -32.83 -15.79  -0.138
H -33.28 -32.66 -16.65  0.062
H -33.94 -34.29 -16.82  0.089
H -34.63 -33.01 -17.83  0.102
H -34.62 -33.00 -14.95  -0.079
C -35.08 -30.04 -14.59  -0.110
O -35.07 -31.46 -14.27  -0.185
H -35.90 -29.71 -15.22  0.055
H -35.41 -29.49 -13.72  0.072
H -34.18 -29.64 -15.05  0.042
H -34.90 -31.96 -15.07  -0.177

# 3
DFT (wB97M-V/def2-TZVPD) results for a 16-piece molecular cluster, H32O16 overall at a distorted geometry.

The energy above the lowest of the compared OMol25 structures with the same formula, charge and spin comes out at 535.7 kJ/mol. For the LUMO energy, the calculation gives -0.439 eV. For the HOMO energy, the calculation gives -9.945 eV. As for the spin multiplicity: 1. The total charge is 0. The frontier orbital gap comes out at 0.3493 Eh. Its total energy is -1222.99473 a.u.

Last column: Löwdin charge in e.
CARTESIAN COORDINATES (ANGSTROEM)
O -1.78 -3.30 0.15  -0.036
H -1.23 -3.01 0.94  0.025
H -2.01 -4.17 0.26  0.000
O 2.38 -2.07 1.44  -0.076
H 2.30 -2.99 1.80  0.078
H 1.87 -2.07 0.62  0.000
O -1.78 1.28 -2.32  -0.019
H -2.56 1.33 -2.88  0.093
H -1.32 2.09 -2.50  0.025
O 0.56 2.41 -3.41  -0.022
H 0.94 2.41 -2.55  -0.061
H 0.90 3.23 -3.74  0.038
O 1.74 2.52 -1.16  -0.010
H 2.24 3.33 -1.37  0.122
H 2.25 1.76 -1.40  0.081
O 0.91 -3.17 -1.05  -0.006
H -0.01 -3.31 -0.94  -0.029
H 1.12 -2.62 -1.77  0.021
O -2.61 -0.91 2.22  -0.071
H -1.86 -0.64 2.74  -0.007
H -2.33 -0.98 1.29  -0.014
O -0.85 2.37 0.02  -0.009
H -0.69 2.99 -0.66  0.054
H -1.73 2.09 -0.18  0.072
O -0.82 2.68 2.63  -0.097
H -1.40 1.98 3.02  0.055
H -0.88 2.46 1.66  -0.014
O -1.62 -2.29 -2.62  -0.038
H -2.47 -1.94 -2.99  0.091
H -1.85 -3.17 -2.44  0.018
O -2.13 -0.57 -0.54  -0.100
H -2.04 -1.43 -0.94  -0.010
H -1.84 0.19 -1.15  0.024
O 0.38 -0.13 -0.28  -0.082
H -0.46 -0.61 -0.48  0.020
H 0.04 0.81 -0.34  0.022
O -0.16 -2.49 2.07  -0.060
H 0.57 -1.83 2.18  0.033
H -0.30 -3.20 2.68  0.074
O 3.73 0.52 0.45  -0.048
H 4.26 -0.14 0.87  0.018
H 2.94 0.53 1.00  -0.002
O 2.17 2.68 1.36  -0.083
H 1.94 2.60 0.41  -0.040
H 1.59 3.46 1.57  0.062
O 0.70 0.15 2.38  -0.070
H 0.49 0.04 1.42  -0.010
H 0.66 1.08 2.52  -0.010